(1)
44
Properties=species:S:1:pos:R:3 method="wB97M-V/def2-TZVPD" molar_mass_g_mol=247.29 lumo_energy_ev=-5.43 e_above_lowest_ev=4.1200 total_charge=+2 total_energy_ha=-935.32949 homo_lumo_gap_ev=10.6
N 0.58 -0.59 -2.66
H -1.06 -3.25 -1.44
H 1.34 0.53 2.29
O 0.13 1.05 -0.83
H 2.93 2.76 -0.70
H 1.15 -2.48 -1.91
H -1.73 0.88 -4.95
H -1.70 -1.59 -1.95
H -2.04 -2.69 1.18
H -3.55 -1.48 2.67
H -1.23 0.27 1.46
H 1.03 1.35 -0.61
C -2.04 -0.65 1.52
C 0.30 -2.08 -2.43
H -2.11 -0.84 4.56
C -0.89 -2.19 -1.46
C -0.33 -1.91 0.09
H 0.04 -0.83 0.09
H 0.22 -2.87 0.19
H 0.08 -2.48 -3.40
H 3.56 -1.12 -1.34
H -1.06 -1.91 4.73
N -3.13 -0.62 2.23
H 2.88 -0.32 -0.19
H -3.71 0.24 2.41
O 2.62 3.40 -0.08
O -1.66 -1.52 4.06
O 2.77 -0.50 -1.21
O -1.34 4.11 1.37
H 1.08 -0.60 -3.53
H 3.34 4.04 0.35
H 5.16 1.01 0.17
H 1.26 -0.14 -2.02
H 0.45 0.12 3.33
H 4.03 0.52 0.98
H -2.77 0.32 -4.19
H -0.44 4.39 1.60
H -0.63 1.44 -0.50
O 4.20 0.71 0.04
N -1.58 -1.78 0.94
H -1.87 4.82 0.93
O -1.85 0.34 -4.14
O 0.40 0.14 2.33
H -0.22 -0.11 -2.58


(2)
45
Properties=species:S:1:pos:R:3 method="wB97M-V/def2-TZVPD" molar_mass_g_mol=267.27 lumo_energy_ev=0.20 smiles=C[C@@H](O)CNCO.O.O.O.O.O.O.O.O.O e_above_lowest_ev=3.5123 total_charge=0 total_energy_ha=-1052.12807 homo_lumo_gap_ev=9.1
H -1.05 2.38 -1.99
O -1.89 -2.78 -0.40
H -3.38 -0.61 1.98
C 0.53 1.23 0.73
H -4.23 -1.82 1.65
N 1.04 0.75 -0.49
H 3.06 -0.97 3.71
H -2.28 3.84 -1.19
H -2.78 1.38 0.81
H 2.12 -0.27 4.95
H -1.82 -3.75 -0.43
H 0.38 0.46 1.50
H 2.43 2.43 3.20
C 1.71 -1.11 -1.99
O -3.31 -1.53 1.68
H 1.93 -3.24 -1.29
O 2.94 2.01 2.50
H -2.15 -0.35 -1.79
H -4.12 2.08 0.14
H 0.85 -1.23 0.16
O -3.65 1.78 0.91
H -0.24 -0.95 -1.15
O -2.81 0.00 -2.41
H -2.45 -0.53 -3.16
H -1.09 2.61 0.46
O 2.73 -2.13 2.12
H 0.43 -2.25 -2.92
H 2.96 1.08 2.75
H 1.06 2.11 1.10
O 2.50 -0.28 4.08
H 2.19 -0.19 -2.38
H 2.51 -1.45 1.46
H -0.76 4.32 -1.01
H 0.98 1.28 -1.33
O 0.91 -1.44 -3.15
H -0.81 1.41 -3.15
C 0.78 -0.66 -0.77
C 2.51 -2.35 -1.57
O -0.97 2.34 -2.94
H 1.83 -2.09 2.50
H 3.12 -2.67 -2.40
H 3.17 -1.99 -0.74
O -1.57 4.07 -0.57
O -0.88 1.66 0.45
H -2.42 -2.61 0.39


(3)
47
Properties=species:S:1:pos:R:3 method="wB97M-V/def2-TZVPD" molar_mass_g_mol=299.27 lumo_energy_ev=0.01 smiles="C[C@@H](C=O)NC=O.O.O.O.O.O.O.O.O.O.O.O" e_above_lowest_ev=4.0664 total_charge=0 total_energy_ha=-1202.65080 homo_lumo_gap_ev=9.8
H 0.91 0.21 -1.98
C 0.91 2.32 -0.21
O 0.83 -3.16 0.81
H 1.27 2.89 -1.13
H 2.23 0.95 0.71
H -3.60 -3.16 0.51
O -1.50 -0.38 -2.19
H -1.19 -4.76 -0.71
H 2.46 -2.03 1.66
C 1.41 3.34 0.76
O -3.69 -2.32 0.99
H 1.36 0.89 3.47
O -1.39 -0.53 1.79
H 0.77 2.20 3.18
H -4.46 -1.44 -1.93
H -3.77 0.48 -2.90
O 4.16 1.76 -1.91
O 2.16 -0.94 -0.99
H -0.03 -3.63 0.89
H 3.03 0.41 2.46
O 0.67 3.92 1.52
H -2.75 -2.23 1.33
O 0.49 1.28 3.31
H 4.36 0.83 -2.04
O 3.18 1.37 2.30
H -1.61 -0.20 -3.15
H -1.55 0.22 2.40
H 2.38 3.75 0.41
H -0.57 -0.69 2.29
C -0.56 1.98 -0.39
H -0.90 1.25 0.38
H 0.71 -2.77 -0.06
H -0.58 1.56 -1.38
H 4.14 1.32 2.20
O -1.71 -4.28 -0.04
H -3.99 -1.17 -0.40
H -2.41 -0.70 -2.20
C 1.48 0.10 -1.06
H 3.92 1.97 -1.01
H -3.41 1.74 -3.74
O -3.85 -0.97 -1.35
H 3.12 -1.12 0.67
O 3.02 -1.24 1.64
O -3.69 0.82 -3.80
N 1.65 1.03 -0.12
H -1.28 2.80 -0.37
H -2.18 -3.67 -0.63


(4)
47
Properties=species:S:1:pos:R:3 method="wB97M-V/def2-TZVPD" molar_mass_g_mol=299.27 lumo_energy_ev=-0.01 smiles="N[C@H](CCO)C(=O)O.O.O.O.O.O.O.O.O.O.O" e_above_lowest_ev=7.5749 total_charge=0 total_energy_ha=-1202.52186 homo_lumo_gap_ev=9.0
H 3.96 -1.39 -1.19
H -1.37 -0.80 -0.20
C 2.20 -0.26 -1.85
H 1.19 0.34 -4.98
H 1.67 -1.16 1.61
H 0.13 -0.65 0.03
H 0.55 2.24 -0.22
O -0.49 -0.31 -0.53
H -1.66 -1.13 -3.12
H -4.24 2.57 1.71
H -2.13 -3.08 2.86
C 3.04 -1.10 -0.92
C 2.37 -2.19 -0.25
H -2.35 -0.29 1.76
H -3.46 -2.20 0.41
O -1.57 -2.08 -3.30
H -0.58 3.10 -0.83
O 1.25 2.36 0.42
H -3.18 0.66 0.98
H -2.08 0.93 3.95
O -2.98 -0.21 0.85
H 2.62 1.71 -0.87
C 2.22 -0.50 -3.38
O -3.49 -3.07 -0.02
H -1.01 -1.97 2.36
H 2.18 1.75 -2.43
O -1.82 -2.14 2.96
H -1.65 -0.59 4.09
H 3.24 -0.42 0.00
O -1.54 0.28 3.44
H 1.65 -2.55 -0.91
H 1.19 -0.34 -1.55
H 1.43 3.30 0.56
H 3.25 1.88 2.44
N 2.70 1.30 -1.73
H -2.99 3.44 1.52
H -1.06 4.60 -0.69
H -3.32 -3.77 0.66
O 1.36 -1.74 0.77
O 2.45 1.36 2.44
O 2.82 -1.35 -4.00
O -1.11 3.74 -0.31
O -3.27 2.53 1.50
O 1.24 0.41 -3.92
H 1.72 1.92 2.19
H -2.24 -2.59 -2.82
H 3.15 -2.57 0.50


(5)
11
Properties=species:S:1:pos:R:3 method="wB97M-V/def2-TZVPD" molar_mass_g_mol=221.92 lumo_energy_ev="-2.83 / -2.83" e_above_lowest_ev=0.0000 spin_multiplicity=2 total_charge=0 total_energy_ha=-601.37222 homo_lumo_gap_ev="3.7 / 3.9"
O 0.30 -0.50 1.00
O -1.45 -0.11 -0.29
H 1.35 1.13 0.13
H 1.66 -0.51 -0.65
O 0.67 1.89 -2.37
Ag -0.02 -1.71 3.19
C -0.35 0.31 -1.10
C 0.92 0.21 -0.29
O -1.69 -1.30 1.61
C -1.00 -0.66 0.82
C -0.38 1.25 -2.06


(6)
13
Properties=species:S:1:pos:R:3 method="wB97M-V/def2-TZVPD" molar_mass_g_mol=301.95 lumo_energy_ev="-1.57 / -1.99" e_above_lowest_ev=0.9758 total_charge=0 total_energy_ha=-5959.62457 homo_lumo_gap_ev="7.9 / 5.8"
C 1.03 -0.48 1.75
Br -2.43 1.53 -1.39
H 0.34 -2.72 1.61
Br 0.29 2.96 -0.63
C -0.86 1.44 -0.39
H 2.02 -0.38 2.22
O 0.35 -0.99 -1.53
C 0.26 -1.66 1.46
N 0.55 0.72 1.30
C -0.52 0.57 0.58
O -0.39 0.39 -3.03
N 0.46 -0.23 -2.46
S -1.09 -1.16 0.52